# C80H205N15O25

A 15-piece molecular cluster, C80H205N15O25 overall at a distorted geometry (wB97M-V/def2-TZVPD, OMol25).

## Properties
Energy relative to the best compared isomer or geometry (same formula, charge and spin)   106.9 kcal per mole
Net charge   0
2S+1   1
E_LUMO   0.52 eV
HOMO level   -7.9 eV
HOMO-LUMO gap   8.43 eV

The geometry in XYZ format:
```
325
C80H205N15O25, DFT wB97M-V/def2-TZVPD
C -28.1124 -11.1769 -15.9465
O -27.6402 -10.9663 -17.2658
C -26.4029 -10.2999 -17.3445
C -25.2041 -11.2169 -17.6199
N -25.0649 -11.4815 -19.0421
C -25.8488 -12.7043 -19.4036
C -25.6490 -13.0640 -20.8321
O -24.2372 -13.1556 -21.0245
C -23.8661 -13.6082 -22.2848
H -28.9182 -11.8428 -16.0120
H -28.4359 -10.1748 -15.5105
H -27.4282 -11.6114 -15.2232
H -26.1426 -9.5786 -16.5376
H -26.4479 -9.6830 -18.2449
H -25.2548 -12.1075 -16.9730
H -24.3126 -10.7056 -17.2475
H -24.0533 -11.7341 -19.2017
H -26.9192 -12.6010 -19.1953
H -25.5016 -13.5885 -18.7955
H -25.9821 -12.3309 -21.5337
H -26.0896 -14.1134 -21.0193
H -24.3690 -14.5465 -22.5071
H -22.7711 -13.7736 -22.2927
H -24.1111 -12.9347 -23.1088
C -21.5961 -24.0502 -17.7795
O -21.5906 -23.5646 -19.1065
C -22.8811 -23.2718 -19.4772
C -22.9561 -22.8253 -20.9226
N -22.6868 -23.9654 -21.8073
C -22.5572 -23.5666 -23.1877
C -22.2745 -24.7985 -24.0270
O -22.1594 -24.4112 -25.3848
C -21.9336 -25.5823 -26.1508
H -21.8984 -23.2671 -17.0508
H -20.5827 -24.2933 -17.4173
H -22.3045 -24.9313 -17.7078
H -23.2736 -22.4287 -18.9348
H -23.5071 -24.1733 -19.3303
H -22.2761 -21.9804 -21.0288
H -23.9202 -22.4765 -21.1235
H -21.9127 -24.4932 -21.3753
H -21.7749 -22.7801 -23.3991
H -23.4964 -23.0138 -23.5338
H -23.1193 -25.5290 -23.9822
H -21.3931 -25.3169 -23.7272
H -22.6932 -26.3777 -26.0128
H -20.8663 -25.9532 -25.9459
H -21.9653 -25.3524 -27.1960
C -26.3292 -26.3153 -16.2035
O -27.1223 -25.0818 -16.3947
C -26.3389 -24.1588 -17.1750
C -26.8099 -22.7558 -17.0662
N -25.9664 -21.9688 -17.9722
C -26.0337 -20.5269 -17.8303
C -24.9593 -20.1477 -16.8560
O -25.5073 -19.1558 -16.0051
C -24.4750 -18.5686 -15.2595
H -26.2484 -26.7979 -17.1856
H -26.8609 -26.9354 -15.5016
H -25.3382 -26.1366 -15.8183
H -26.3660 -24.4562 -18.2713
H -25.2759 -24.2833 -16.8719
H -26.6247 -22.4270 -16.0050
H -27.8270 -22.6840 -17.3230
H -26.3359 -22.1650 -18.8977
H -27.0252 -20.1947 -17.4367
H -25.8797 -20.0759 -18.8418
H -24.2400 -19.6025 -17.3559
H -24.6506 -21.1117 -16.3736
H -25.0285 -17.7898 -14.7006
H -23.7161 -18.0817 -15.8989
H -23.9849 -19.3123 -14.5902
C -16.6039 -9.5521 -26.5120
O -17.0167 -10.5732 -25.6406
C -16.0741 -11.6157 -25.6280
C -16.2882 -12.6550 -24.5260
N -17.2675 -13.7155 -24.7945
C -18.6011 -13.2201 -24.8564
C -19.0607 -12.5558 -23.5995
O -19.2885 -13.6682 -22.7396
C -19.6221 -13.3071 -21.4149
H -16.3459 -9.9307 -27.5119
H -15.6545 -9.0999 -26.1551
H -17.4408 -8.8695 -26.6735
H -15.0640 -11.2002 -25.3294
H -16.0077 -12.0409 -26.6701
H -16.3584 -12.1078 -23.5139
H -15.3803 -13.2693 -24.4673
H -17.1908 -14.5654 -24.1971
H -19.3470 -13.9647 -25.1269
H -18.6344 -12.4586 -25.6617
H -19.9567 -11.8946 -23.7025
H -18.3597 -11.8785 -23.0996
H -18.9125 -12.6434 -20.9726
H -19.7740 -14.2547 -20.8797
H -20.6378 -12.7826 -21.4122
C -31.3960 -21.0284 -18.0456
O -30.5021 -21.3232 -19.0831
C -30.9987 -21.6318 -20.3440
C -29.8809 -21.8784 -21.3233
N -28.7470 -20.9445 -21.1215
C -27.8095 -20.9585 -22.2134
C -27.1598 -22.2824 -22.5285
O -26.4972 -22.7241 -21.3450
C -26.0908 -24.0730 -21.4499
H -31.9571 -21.9104 -17.6421
H -32.1105 -20.2086 -18.3586
H -30.7558 -20.6248 -17.2029
H -31.5069 -20.7452 -20.7054
H -31.7077 -22.5044 -20.2659
H -30.2635 -21.8831 -22.3316
H -29.5030 -22.9000 -21.0573
H -28.3519 -21.2711 -20.2355
H -27.1024 -20.1567 -22.0183
H -28.2610 -20.5702 -23.1573
H -26.4430 -22.3227 -23.3226
H -27.9330 -22.9745 -22.7606
H -25.5015 -24.2933 -20.5211
H -25.3547 -24.2285 -22.3374
H -26.9667 -24.7418 -21.7192
C -15.7231 -17.6492 -11.8358
O -16.1568 -18.6574 -12.7100
C -16.6784 -19.7369 -11.9846
C -16.7941 -20.9131 -12.9339
N -17.3628 -20.4476 -14.2131
C -17.2017 -21.5123 -15.2410
C -17.8149 -21.0571 -16.5440
O -17.5100 -21.9915 -17.5580
C -18.0860 -21.5581 -18.7690
H -15.0822 -18.1031 -11.1049
H -16.4754 -17.0545 -11.3747
H -15.0437 -16.9233 -12.2940
H -17.6453 -19.4485 -11.6065
H -16.0525 -20.0209 -11.1169
H -17.4555 -21.6913 -12.6173
H -15.8260 -21.3760 -13.0886
H -16.9091 -19.5818 -14.4871
H -17.8087 -22.3792 -14.9343
H -16.0974 -21.7040 -15.4262
H -17.4226 -20.0950 -16.8463
H -18.9101 -20.8534 -16.4821
H -19.2028 -21.6159 -18.7109
H -17.7035 -22.1603 -19.6084
H -17.8455 -20.5092 -19.0344
C -17.6576 -21.7696 -23.2664
O -17.5570 -23.0845 -22.9508
C -18.8025 -23.4982 -22.3542
C -18.6323 -24.9278 -21.9883
N -19.7712 -25.2859 -21.1376
C -19.6315 -26.5266 -20.4126
C -18.4171 -26.6583 -19.4589
O -18.5181 -25.5032 -18.6547
C -17.4223 -25.3395 -17.7975
H -17.9234 -21.1744 -22.3652
H -18.4972 -21.6248 -23.9764
H -16.7152 -21.3640 -23.6589
H -19.6003 -23.3634 -23.0149
H -18.9964 -22.8775 -21.4311
H -17.6716 -25.0336 -21.5019
H -18.5527 -25.5183 -22.9070
H -19.9423 -24.5313 -20.4251
H -19.6952 -27.3043 -21.1688
H -20.5343 -26.6206 -19.7907
H -17.5403 -26.6160 -20.1111
H -18.5546 -27.6324 -18.9051
H -17.5329 -24.4425 -17.1975
H -16.4842 -25.2135 -18.4774
H -17.2577 -26.2669 -17.1536
C -15.6992 -12.9114 -20.7827
O -15.3769 -14.1664 -20.3406
C -16.3815 -15.1332 -20.6235
C -15.9525 -16.4596 -19.9092
N -15.7804 -16.4520 -18.4746
C -16.9514 -16.9069 -17.7427
C -16.8222 -16.6446 -16.3152
O -16.6629 -15.2724 -15.9727
C -16.5731 -15.1169 -14.5767
H -14.8189 -12.2859 -20.7095
H -16.4821 -12.3667 -20.2901
H -15.9690 -12.9831 -21.8562
H -16.4915 -15.3489 -21.7073
H -17.3530 -14.8101 -20.2480
H -15.1021 -16.8612 -20.2917
H -16.7330 -17.1162 -20.1809
H -15.4042 -15.5863 -18.1873
H -17.1422 -17.9675 -17.8724
H -17.7970 -16.3465 -18.1225
H -16.0160 -17.2446 -15.9409
H -17.7913 -17.0515 -15.7950
H -16.5387 -14.0484 -14.3508
H -15.6718 -15.6853 -14.2665
H -17.5223 -15.5395 -14.1775
C -23.5645 -14.8703 -14.9907
O -22.5773 -15.8274 -14.9107
C -21.6295 -15.3821 -13.8729
C -20.6136 -16.5073 -13.6253
N -21.2765 -17.6774 -13.1937
C -20.3717 -18.7163 -12.6502
C -21.0916 -19.9649 -12.3000
O -21.7176 -20.5217 -13.4698
C -20.9836 -21.5936 -13.9959
H -24.2512 -15.1646 -15.7875
H -23.1158 -13.8431 -15.2517
H -24.1106 -14.6893 -14.0589
H -22.2087 -15.2344 -12.9799
H -21.1380 -14.4719 -14.2446
H -20.0737 -16.1551 -12.7622
H -19.9675 -16.6084 -14.5139
H -21.8975 -18.0412 -13.8761
H -19.8952 -18.2650 -11.7592
H -19.6018 -18.9658 -13.3453
H -21.8936 -19.7709 -11.6251
H -20.4022 -20.6288 -11.8355
H -21.0827 -22.4130 -13.3101
H -19.9247 -21.2470 -14.1350
H -21.3985 -21.8936 -14.9911
C -20.6020 -18.8735 -16.4340
O -19.8620 -18.7885 -17.5958
C -20.6421 -18.9695 -18.8122
C -21.7256 -17.9457 -18.9290
N -22.3473 -17.9818 -20.2877
C -23.7443 -18.3978 -20.3472
C -24.7675 -17.2673 -20.0235
O -24.5496 -16.8417 -18.7265
C -25.8034 -16.4719 -18.1158
H -21.2565 -19.7864 -16.4353
H -21.2244 -18.0445 -16.1839
H -19.9089 -19.2114 -15.5988
H -21.0045 -20.0230 -18.7803
H -19.9587 -18.9671 -19.6643
H -21.2672 -16.9673 -18.7557
H -22.4961 -18.0619 -18.1109
H -22.1798 -17.0393 -20.6869
H -23.9328 -19.2458 -19.7081
H -24.0129 -18.6672 -21.3700
H -25.7837 -17.6672 -20.0350
H -24.6825 -16.3591 -20.7244
H -25.6222 -16.4381 -17.0556
H -26.5030 -17.3125 -18.3979
H -26.0897 -15.4407 -18.4950
C -31.1399 -17.4530 -23.7584
C -30.4680 -17.8868 -22.4708
C -29.6181 -16.7486 -21.7532
O -28.6386 -16.3954 -22.6646
C -27.9308 -15.2553 -22.1904
N -31.4608 -18.4707 -21.5278
H -31.7783 -16.6222 -23.5967
H -31.7655 -18.2897 -24.1068
H -30.5005 -17.1642 -24.5596
H -29.8118 -18.6942 -22.6761
H -29.1990 -17.1319 -20.7664
H -30.1862 -15.8771 -21.4383
H -27.1505 -14.9388 -22.8714
H -27.4510 -15.6398 -21.3079
H -28.6394 -14.4385 -21.9529
H -30.9344 -18.6562 -20.6818
H -32.0904 -17.6686 -21.2543
C -20.0104 -14.7587 -17.2751
C -21.1947 -13.9223 -17.8270
C -20.8270 -12.4905 -18.0583
O -21.9068 -11.7009 -18.4623
C -21.5543 -10.3312 -18.6136
N -21.7087 -14.5702 -19.1239
H -19.5542 -14.1416 -16.4577
H -19.3677 -15.0135 -18.0973
H -20.3745 -15.7138 -16.8622
H -22.0574 -13.8370 -17.1148
H -20.0120 -12.3843 -18.7446
H -20.3362 -12.0397 -17.1602
H -21.0136 -9.9333 -17.7252
H -22.5075 -9.7390 -18.7269
H -20.9260 -10.1948 -19.4673
H -21.8384 -13.8796 -19.8747
H -22.5897 -15.0976 -19.0136
C -23.6995 -16.2378 -26.0047
C -25.1450 -16.5126 -25.4991
C -25.3245 -17.3290 -24.2029
O -24.6423 -18.5538 -24.0929
C -24.8989 -19.3545 -25.1906
N -25.8592 -15.2517 -25.1961
H -23.8045 -15.8244 -27.0906
H -23.0527 -17.1150 -26.0402
H -23.2828 -15.4560 -25.3235
H -25.7514 -16.9606 -26.2865
H -26.3775 -17.4497 -24.0245
H -25.0463 -16.7773 -23.2831
H -24.6509 -20.4379 -24.9691
H -24.3688 -19.0506 -26.0850
H -25.9350 -19.4502 -25.5913
H -26.0970 -14.7358 -26.0096
H -25.2667 -14.6649 -24.6459
C -25.0100 -17.2007 -10.7165
C -23.9340 -16.1952 -11.1204
C -24.5047 -14.8237 -11.0484
O -25.2585 -14.5255 -12.1988
C -25.6774 -13.1928 -12.0792
N -22.8233 -16.2784 -10.1885
H -24.6038 -18.2136 -10.8650
H -25.9350 -17.1606 -11.3759
H -25.3380 -17.1581 -9.6925
H -23.5964 -16.4072 -12.1412
H -23.7051 -14.0536 -10.7635
H -25.1680 -14.8767 -10.1791
H -26.3193 -13.0404 -12.8789
H -24.7299 -12.6075 -12.1834
H -26.1594 -13.0412 -11.1294
H -22.1561 -15.4941 -10.2489
H -22.2760 -17.1230 -10.4006
C -20.9054 -20.1273 -25.1308
C -20.8827 -19.4171 -23.7922
C -21.0002 -17.9080 -23.8304
O -20.4922 -17.4235 -22.5965
C -19.0880 -17.2458 -22.5700
N -21.7259 -20.0358 -22.7625
H -21.9072 -20.2284 -25.4080
H -20.5292 -21.0932 -25.0822
H -20.3246 -19.5144 -25.8470
H -19.9574 -19.5356 -23.2944
H -22.0463 -17.5074 -23.9170
H -20.3942 -17.4141 -24.5702
H -18.7740 -17.2095 -21.5541
H -18.7976 -16.2356 -22.9537
H -18.5383 -17.9977 -23.1500
H -21.6460 -19.4480 -21.9368
H -22.7221 -19.9444 -22.9584
```